Entry 1:
C4H9NO3 | wB97M-V/def2-TZVPD

Results
* HOMO level: -9.27 eV
* E_LUMO: 0.740 eV
* E: -11923.0271 eV
* energy relative to the best compared isomer or geometry (same formula, charge and spin): 435.57 kJ/mol

The geometry in ORCA input format:
```
! RIJCOSX wB97M-V def2-TZVPD def2/J DEFGRID3
* xyz 0 1
C 0.27 -2.10 0.46
C 0.47 -0.84 0.11
O 1.82 -0.29 0.32
C 2.29 0.85 -0.35
C -0.47 0.27 -0.12
O -0.65 1.14 0.94
O -1.71 -0.54 -0.43
N -2.90 0.20 -0.48
H 1.10 -2.74 0.68
H -0.73 -2.50 0.46
H 2.03 0.91 -1.41
H 3.38 0.78 -0.29
H 1.94 1.75 0.16
H -0.25 0.88 -1.01
H -0.76 0.63 1.75
H -3.00 0.69 0.42
H -2.81 0.90 -1.22
*
```

Results of the Mulliken charge analysis, in e, for atoms 1 through 6:
1 C -0.829
2 C 0.341
3 O -0.382
4 C -0.695
5 C 0.119
6 O -0.500

---

Entry 2:
C4H9NO3 | wB97M-V/def2-TZVPD

Results
* HOMO level: -8.69 eV
* E_LUMO: 0.682 eV
* E: -11918.5025 eV
* energy relative to the best compared isomer or geometry (same formula, charge and spin): 872.13 kJ/mol

The geometry in ORCA input format:
```
! RIJCOSX wB97M-V def2-TZVPD def2/J DEFGRID3
* xyz 0 1
C -1.75 -0.71 0.94
C 0.03 -0.52 -0.97
C 0.40 0.91 -0.91
C 1.90 -0.92 0.31
H -1.74 0.61 1.27
H -2.78 -1.18 1.06
H -1.15 -1.34 1.73
H 0.02 -0.68 -2.11
H 1.58 1.02 -0.74
H -0.02 1.20 -1.63
H 0.13 1.27 1.12
H -0.95 2.56 -0.38
H 2.82 -1.73 0.12
N 0.20 1.84 0.15
O -1.27 -0.94 -0.55
O 1.04 -1.31 -0.62
O 1.55 -0.07 1.21
*
```

Results of the Mulliken charge analysis, in e, for atoms 1 through 6:
1 C -0.529
2 C 0.413
3 C -1.448
4 C 0.195
5 H 0.197
6 H 0.300

---

Entry 3:
C4H9NO3 | wB97M-V/def2-TZVPD

Results
* HOMO level: -9.00 eV
* E_LUMO: 0.770 eV
* E: -11923.4488 eV
* energy relative to the best compared isomer or geometry (same formula, charge and spin): 394.88 kJ/mol

The geometry in ORCA input format:
```
! RIJCOSX wB97M-V def2-TZVPD def2/J DEFGRID3
* xyz 0 1
O -1.31 2.00 -0.69
C -1.56 0.85 -0.74
C -0.74 -0.04 0.00
C 0.15 0.95 1.10
O -0.82 1.18 2.06
N 0.10 -0.77 -0.95
C 1.33 -1.06 -0.35
O 1.79 -2.26 -1.04
H -2.31 0.43 -1.38
H -1.35 -0.56 0.65
H 0.98 0.45 1.50
H 0.57 1.90 0.67
H -1.49 1.77 1.91
H 0.27 -0.47 -1.88
H 2.05 -0.30 -0.73
H 1.31 -1.18 0.71
H 1.02 -2.88 -0.83
*
```

Results of the Mulliken charge analysis, in e, for atoms 1 through 6:
1 O -0.457
2 C -0.104
3 C 0.021
4 C -0.602
5 O -0.574
6 N -0.326

---

Entry 4:
C4H9NO3 | wB97M-V/def2-TZVPD

Results
* HOMO level: -10.66 eV
* E_LUMO: 0.539 eV
* E: -11926.9220 eV
* energy relative to the best compared isomer or geometry (same formula, charge and spin): 59.77 kJ/mol

The geometry in ORCA input format:
```
! RIJCOSX wB97M-V def2-TZVPD def2/J DEFGRID3
* xyz 0 1
C -1.26 0.87 1.64
C -1.43 0.54 0.16
C -0.36 -0.36 -0.43
O -0.60 -1.47 -0.85
N 0.95 0.11 -0.42
C 1.30 1.45 -0.33
O 2.44 1.79 -0.54
H -0.44 0.35 2.15
H -1.03 1.93 1.75
H -2.10 0.63 2.28
H -2.36 0.02 -0.08
H -1.54 1.47 -0.40
H 1.68 -0.49 -0.76
H 0.60 2.25 -0.08
O 1.52 -3.01 -1.71
H 1.82 -3.64 -1.04
H 0.81 -2.45 -1.34
*
```

Results of the Mulliken charge analysis, in e, for atoms 1 through 6:
1 C -1.047
2 C -0.668
3 C 0.702
4 O -0.688
5 N -0.085
6 C 0.006

---

Entry 5:
C4H9NO3 | wB97M-V/def2-TZVPD

Results
* HOMO level: -9.26 eV
* E_LUMO: 0.890 eV
* E: -11924.9505 eV
* energy relative to the best compared isomer or geometry (same formula, charge and spin): 249.99 kJ/mol

The geometry in ORCA input format:
```
! RIJCOSX wB97M-V def2-TZVPD def2/J DEFGRID3
* xyz 0 1
C -1.40 -2.38 0.57
O -1.26 -1.06 0.06
C -0.25 -0.34 0.56
O 0.51 -0.75 1.40
C -0.21 1.05 -0.09
C 0.08 0.93 -1.58
O 0.69 1.89 0.59
N 2.06 1.47 0.40
H -2.28 -2.80 0.08
H -1.55 -2.35 1.66
H -0.51 -2.97 0.35
H -1.18 1.52 0.08
H 0.05 1.91 -2.04
H 1.08 0.51 -1.72
H -0.66 0.29 -2.05
H 2.59 2.30 0.65
H 2.24 0.75 1.10
*
```

Results of the Mulliken charge analysis, in e, for atoms 1 through 6:
1 C -0.649
2 O -0.298
3 C 0.520
4 O -0.595
5 C 0.546
6 C -1.336

---

Entry 6:
C4H9NO3 | wB97M-V/def2-TZVPD

Results
* HOMO level: -9.66 eV
* E_LUMO: 0.486 eV
* E: -11926.0664 eV
* energy relative to the best compared isomer or geometry (same formula, charge and spin): 142.32 kJ/mol

The geometry in ORCA input format:
```
! RIJCOSX wB97M-V def2-TZVPD def2/J DEFGRID3
* xyz 0 1
C 1.78 1.00 -0.15
C 0.42 0.16 -0.24
C 0.91 -1.22 -0.53
O 1.04 -2.08 0.30
N -0.25 0.24 1.03
C -1.31 1.03 1.36
O -1.77 1.03 2.49
H 2.50 0.57 0.54
H 1.39 1.99 0.05
H 2.28 0.93 -1.12
H -0.19 0.68 -0.97
H 1.18 -1.42 -1.58
H -0.02 -0.43 1.76
H -1.70 1.65 0.54
O -2.24 -1.00 -1.16
H -2.07 -1.58 -0.42
H -1.95 -1.53 -1.90
*
```

Results of the Mulliken charge analysis, in e, for atoms 1 through 6:
1 C -1.367
2 C 0.301
3 C -0.241
4 O -0.480
5 N -0.139
6 C 0.078

---

Entry 7:
C4H9NO3 | wB97M-V/def2-TZVPD

Results
* HOMO level: -9.96 eV
* E_LUMO: 0.585 eV
* E: -11925.9983 eV
* energy relative to the best compared isomer or geometry (same formula, charge and spin): 148.89 kJ/mol

The geometry in ORCA input format:
```
! RIJCOSX wB97M-V def2-TZVPD def2/J DEFGRID3
* xyz 0 1
C 1.30 0.31 1.40
C 1.24 0.29 -0.04
O 1.83 -0.84 -0.59
C -0.13 0.42 -0.72
N -0.64 1.77 -0.60
C -0.97 -0.56 -0.04
O -0.93 -1.77 -0.24
O -1.93 -0.06 0.73
H 1.02 -0.68 1.81
H 2.28 0.79 1.58
H 0.57 1.06 1.71
H 1.73 1.21 -0.50
H 1.13 -1.55 -0.78
H 0.09 0.01 -1.70
H -0.05 2.48 -0.17
H -0.88 2.15 -1.50
H -1.82 0.85 0.96
*
```

Results of the Mulliken charge analysis, in e, for atoms 1 through 6:
1 C -1.148
2 C 0.230
3 O -0.607
4 C -0.101
5 N -0.626
6 C 0.365

---

Entry 8:
C4H9NO3 | wB97M-V/def2-TZVPD

Results
* HOMO level: -6.12 eV
* E_LUMO: 0.731 eV
* E: -11919.1457 eV
* energy relative to the best compared isomer or geometry (same formula, charge and spin): 810.07 kJ/mol

The geometry in ORCA input format:
```
! RIJCOSX wB97M-V def2-TZVPD def2/J DEFGRID3
* xyz 0 1
C 1.40 -0.23 0.12
C 1.62 1.20 -0.19
C -1.45 0.06 0.02
C -2.70 -0.64 -0.42
H 2.24 -2.11 0.35
H 3.35 -0.90 -0.50
H 0.82 1.56 -0.88
H 2.62 1.57 -0.53
H 1.33 1.70 0.74
H -0.79 0.90 1.63
H -2.74 -0.79 -1.51
H -2.70 -1.56 0.13
H -3.52 0.05 -0.13
N 2.40 -1.04 0.31
O 0.22 -0.53 0.31
O -0.55 0.36 -0.75
O -1.53 0.40 1.32
*
```

Results of the Mulliken charge analysis, in e, for atoms 1 through 6:
1 C 0.361
2 C -0.859
3 C 0.886
4 C -1.051
5 H 0.317
6 H 0.257